{"formula": "C24H35BrF6IrN7O3P3S", "method": "the ωB97M-V functional and the def2-TZVPD basis", "total_charge": 2, "lumo_ev": [-7.311, -9.177], "homo_energy_ev": [-13.841, -13.840], "spin_multiplicity": 2, "symbols": ["Ir", "C", "N", "C", "P", "O", "O", "P", "O", "N", "C", "C", "N", "C", "C", "N", "C", "C", "H", "H", "H", "H", "H", "H", "H", "H", "H", "H", "H", "H", "H", "H", "H", "H", "H", "H", "H", "H", "H", "H", "H", "H", "N", "C", "C", "C", "C", "C", "C", "N", "C", "C", "C", "S", "C", "N", "H", "H", "H", "H", "H", "H", "H", "Br", "C", "C", "C", "C", "C", "C", "H", "H", "H", "H", "F", "P", "F", "F", "F", "F", "F"], "coordinates": [[-0.353, 0.152, -0.849], [4.639, 1.522, 0.092], [3.762, 1.613, 1.252], [4.350, 2.047, 2.510], [2.208, 1.122, 1.184], [1.776, 0.779, -0.200], [2.130, -0.208, 2.118], [1.188, -1.476, 1.760], [-0.080, -1.062, 1.082], [0.842, -2.145, 3.210], [1.899, -2.693, 4.046], [-0.445, -1.925, 3.857], [2.193, -2.504, 0.961], [1.522, -3.588, 0.241], [3.465, -2.092, 0.376], [1.320, 2.213, 2.047], [0.973, 3.434, 1.325], [0.428, 1.820, 3.131], [5.090, 2.493, -0.118], [4.056, 1.214, -0.772], [5.447, 0.805, 0.262], [4.922, 2.964, 2.359], [5.027, 1.287, 2.910], [3.561, 2.237, 3.234], [2.769, -2.914, 3.432], [1.550, -3.611, 4.520], [2.187, -1.992, 4.834], [-1.133, -1.485, 3.141], [-0.348, -1.262, 4.721], [-0.851, -2.877, 4.202], [0.586, -3.838, 0.740], [2.162, -4.470, 0.239], [1.305, -3.312, -0.794], [3.984, -1.410, 1.047], [3.336, -1.605, -0.595], [4.084, -2.979, 0.240], [1.788, 3.707, 0.654], [0.824, 4.242, 2.042], [0.065, 3.317, 0.726], [0.928, 1.099, 3.774], [-0.505, 1.379, 2.769], [0.190, 2.706, 3.720], [-2.785, -2.765, -2.877], [-3.931, -2.167, -2.380], [-5.273, -2.488, -2.514], [-6.181, -1.640, -1.911], [-5.758, -0.503, -1.211], [-4.424, -0.194, -1.060], [-3.489, -1.054, -1.640], [-2.111, -1.031, -1.689], [-1.732, -2.046, -2.460], [-0.366, -2.196, -2.872], [0.151, -2.866, -3.942], [1.773, -2.413, -4.195], [1.687, -1.378, -2.839], [0.532, -1.380, -2.248], [-2.762, -3.568, -3.485], [-5.592, -3.352, -3.081], [-7.238, -1.849, -1.991], [-6.503, 0.152, -0.781], [-4.108, 0.697, -0.540], [-0.347, -3.556, -4.602], [2.514, -0.754, -2.544], [-3.789, 5.286, 1.761], [-2.972, 3.814, 0.926], [-2.915, 2.587, 1.604], [-2.338, 1.508, 0.980], [-1.753, 1.654, -0.300], [-1.874, 2.874, -0.986], [-2.461, 3.956, -0.375], [-3.353, 2.484, 2.587], [-2.351, 0.546, 1.478], [-1.509, 2.990, -2.000], [-2.546, 4.898, -0.899], [0.351, 1.502, -2.516], [0.135, 1.611, -4.291], [-1.282, 2.286, -3.965], [1.545, 0.837, -4.383], [-0.052, 1.654, -5.842], [-0.596, 0.154, -4.166], [0.862, 3.005, -4.181]], "atomic_forces_ev_per_a": [[-0.321, 0.093, -1.457], [0.236, -0.049, -0.089], [-0.979, -0.147, -0.805], [0.155, 0.005, 0.190], [1.021, 0.868, 2.206], [-1.837, -0.383, -1.547], [-0.385, 0.069, -0.616], [1.167, -0.872, 1.325], [-1.449, 1.104, -1.740], [-0.393, 0.235, -0.986], [0.148, -0.062, 0.128], [-0.087, 0.013, 0.138], [-0.436, 0.706, -0.112], [-0.014, -0.239, 0.087], [0.108, 0.051, 0.037], [0.075, -0.781, -0.500], [0.030, 0.138, -0.017], [-0.067, -0.112, 0.043], [-0.057, -0.003, 0.022], [0.110, 0.025, -0.055], [-0.049, -0.019, 0.009], [-0.083, 0.010, -0.034], [-0.040, -0.014, -0.029], [0.082, 0.044, 0.051], [0.030, -0.079, 0.082], [0.029, -0.023, -0.069], [-0.019, 0.032, -0.043], [-0.097, -0.037, 0.079], [0.031, 0.009, -0.019], [0.000, 0.015, -0.018], [0.003, -0.076, -0.015], [-0.022, -0.001, 0.058], [0.020, 0.005, 0.054], [0.044, -0.034, -0.024], [0.014, -0.027, 0.024], [0.001, 0.014, 0.030], [-0.012, 0.080, 0.006], [0.057, 0.018, -0.027], [0.071, 0.013, 0.074], [-0.049, 0.066, 0.067], [0.038, 0.041, 0.062], [0.029, -0.011, 0.010], [-0.019, 0.155, 0.077], [0.174, 0.425, 0.334], [-0.162, 0.025, -0.033], [0.126, -0.141, -0.093], [-0.023, 0.043, 0.069], [0.235, -0.070, -0.056], [-0.825, -0.057, 0.055], [2.316, 0.925, 0.523], [-0.329, 0.048, 0.107], [0.354, -0.508, -0.521], [-0.132, 0.029, 0.236], [-0.111, 0.124, 0.411], [0.353, -0.260, -0.407], [0.267, 0.771, 1.193], [0.099, 0.004, 0.004], [-0.025, -0.006, 0.014], [-0.012, 0.004, -0.024], [-0.015, 0.018, 0.017], [-0.109, -0.022, 0.023], [-0.022, 0.021, -0.069], [-0.017, 0.049, 0.055], [0.343, -0.644, -0.376], [-0.398, 0.757, 0.399], [0.027, -0.412, 0.030], [-0.805, 0.169, 0.238], [2.606, -1.537, 0.931], [-0.320, 0.448, -0.611], [0.072, -0.250, -0.234], [0.061, 0.080, 0.053], [0.132, -0.032, -0.062], [0.072, -0.121, 0.062], [0.046, 0.049, 0.053], [-0.837, -0.855, 1.409], [-0.185, -0.636, -0.577], [0.032, 0.102, -0.021], [-0.075, 0.282, 0.071], [-0.043, 0.116, 0.043], [0.050, 0.299, -0.013], [0.001, -0.077, 0.111]], "lowdin_spin": [0.151, 0.000, 0.000, 0.000, 0.001, 0.004, 0.000, 0.000, 0.001, 0.000, 0.000, 0.000, 0.000, 0.000, 0.000, 0.000, 0.001, 0.001, 0.000, 0.000, 0.000, 0.000, 0.000, 0.000, 0.000, 0.000, 0.000, 0.000, 0.000, 0.000, 0.000, 0.000, 0.000, 0.000, 0.000, 0.000, 0.000, 0.000, 0.001, 0.000, 0.000, 0.000, 0.000, 0.000, 0.000, 0.001, 0.001, 0.009, 0.000, 0.004, 0.000, 0.000, 0.000, 0.002, 0.002, 0.013, 0.000, 0.000, 0.000, 0.000, 0.006, 0.000, 0.000, 0.133, 0.174, 0.028, 0.095, 0.258, 0.079, 0.035, -0.001, 0.002, 0.003, -0.001, -0.001, 0.000, 0.000, 0.000, 0.000, 0.000, 0.000]}